Entry 1:
Here is a molecular structure, C25H64FeO11 at a distorted geometry from OMol25. Energies are from the ωB97M-V functional and the def2-TZVPD basis.

Each line ends with the Mulliken charge.
Element x y z (Å)
Fe1 -0.54081 -1.34705 -0.14088  0.9444
O1 -0.69895 0.48580 -3.65492  -0.6323
O2 1.40633 -0.95962 0.55011  0.3100
O3 -2.11620 -0.33180 -1.36815  -0.0508
O4 0.05422 0.03083 1.34940  -1.2698
O5 -2.15250 -1.42324 1.54707  0.1435
O6 2.69330 -1.29378 -2.21807  -0.6000
O7 3.61076 -2.23820 2.61609  -0.6363
O8 -1.10007 -3.53261 0.09939  -0.4391
O9 0.30904 3.19571 -0.26120  -0.3143
O10 0.64916 0.44797 -0.50253  0.1758
O11 -0.21827 1.37851 3.64799  -0.6242
C1 0.84695 1.38669 -5.27803  -1.4014
C2 -0.26336 2.73099 3.16210  1.1674
C3 -3.37662 0.21889 -1.45634  0.5345
C4 3.62970 -3.48158 4.61558  -1.5947
C5 -3.51800 -0.10369 2.97089  -1.4541
C6 1.14203 -4.59102 -0.20174  -1.4427
C7 3.48659 -0.19314 -2.67322  2.1550
C8 -1.60451 1.13184 -5.85026  -1.5118
C9 4.18495 0.41197 -1.47383  -1.4391
C10 1.83188 -1.85108 4.02978  -0.8359
C11 2.80069 -2.81313 3.54465  1.5435
C12 1.72454 3.85579 -2.16853  -1.0956
C13 0.35217 3.83932 -1.52482  1.7885
C14 1.05210 0.16377 0.63225  1.1501
C15 -3.33388 -1.54406 2.38925  0.4787
C16 -0.15898 5.26761 -1.23626  -1.7893
C17 -0.04702 -4.15505 0.78667  1.4471
C18 -4.00773 0.11108 -2.79523  -1.0248
C19 -3.24174 -2.58764 3.51036  -1.5104
C20 -3.30701 1.67604 -1.01132  -0.8627
C21 -0.57362 -5.25283 1.61494  -1.4643
C22 -1.61594 3.06458 2.47270  -0.5084
C23 -0.56733 1.35019 -4.74255  1.0478
C24 0.14542 3.56911 4.43258  -1.5222
C25 4.45707 -0.59908 -3.66434  -1.8456
H1 -0.59435 3.43534 5.22185  0.3639
H2 -4.18980 -1.75511 1.74820  0.3580
H3 3.52143 0.79277 -0.69741  0.2254
H4 1.05787 3.27103 4.94898  0.3568
H5 -1.65589 -0.00785 -2.14582  0.3567
H6 1.83357 4.49468 -3.04490  0.4330
H7 -4.03472 -2.51744 4.25491  0.4028
H8 -1.64096 1.87030 -6.65117  0.3929
H9 -0.42802 5.85195 -2.11618  0.4251
H10 -3.28055 0.23822 -3.59720  -0.1426
H11 5.03744 -1.50482 -3.48855  0.4113
H12 4.83508 1.25429 -1.71034  0.4521
H13 -3.33069 0.74129 2.30831  0.1970
H14 4.25704 -4.21210 4.10481  0.3971
H15 1.94935 -1.47890 5.04752  0.4340
H16 -3.48045 -3.56638 3.09422  0.3498
H17 2.07822 2.87031 -2.47158  0.0114
H18 0.82965 -2.27057 3.94230  0.0886
H19 0.01198 0.95257 2.81904  0.1315
H20 -4.82068 0.81289 -2.98145  0.4310
H21 2.27592 -3.55557 2.94341  -0.4024
H22 -0.99013 -6.14527 1.14786  0.3970
H23 4.85118 -0.31099 -1.00314  0.4059
H24 -1.10495 5.25624 -0.69487  0.3869
H25 4.27464 -2.75584 5.11101  0.3847
H26 0.41977 5.96470 -0.63029  0.3838
H27 -4.24709 2.22686 -1.04198  0.5061
H28 -2.51010 3.20467 3.08010  0.4203
H29 0.33179 -3.34532 1.41032  -0.3775
H30 -2.62148 1.08442 -5.46089  0.3434
H31 0.07794 0.64927 -3.11518  0.0244
H32 0.18148 -5.48167 2.36697  0.3752
H33 -3.02432 1.68894 0.04131  -0.0866
H34 -3.95064 -0.28368 -0.67786  0.0397
H35 0.11942 4.61113 4.11382  0.3828
H36 0.42719 2.97276 2.35414  -0.1135
H37 -0.74100 2.30244 -4.24138  -0.0756
H38 -1.63959 -0.69092 1.89670  0.2831
H39 -2.53179 2.24729 -1.52202  0.1422
H40 -1.40354 -4.80763 2.16368  0.3597
H41 -3.09490 0.05003 3.96359  0.4642
H42 -2.28098 -2.73985 4.00217  0.2905
H43 0.99509 1.83392 -6.26095  0.4762
H44 3.00841 -1.75378 2.04679  0.0658
H45 -4.43872 -0.87948 -2.94068  0.3542
H46 1.74396 -0.99927 3.35540  0.0392
H47 3.93886 -0.91721 -4.56896  0.3711
H48 3.01773 -3.99335 5.35833  0.3726
H49 1.90655 -5.11363 0.37314  0.3935
H50 2.76305 0.47800 -3.13600  -0.8642
H51 -4.55582 -0.09494 3.30399  0.5425
H52 1.59899 1.72713 -4.56624  0.1494
H53 1.09976 0.34783 -5.49003  0.3757
H54 -0.32560 3.36102 -2.23190  -0.5605
H55 -1.62763 -4.23138 -0.29431  0.2519
H56 -1.34590 0.18571 -6.32573  0.3921
H57 1.57422 -3.81494 -0.83341  0.2976
H58 2.47865 -1.10104 -1.30243  0.0347
H59 -1.50118 4.01713 1.95542  0.3116
H60 5.25505 0.08267 -3.95853  0.4015
H61 -1.94228 2.28096 1.78893  -0.4787
H62 2.50847 4.18724 -1.48757  0.3008
H63 0.46993 2.26814 -0.44916  -0.2737
H64 0.67020 -5.30358 -0.87830  0.4205

2S+1: 6
HOMO level (spin up / spin down), eV: -12.167 / -12.160
Total energy, hartree: -3081.7348
Net charge: +1
LUMO energy (spin up / spin down), eV: -5.745 / -6.584


Entry 2:
Here is 4 unconnected molecules or ions with the total composition C25H65BN4O3P at a distorted geometry from OMol25. Energies are from the ωB97M-V functional and the def2-TZVPD basis.

Each line ends with the Mulliken charge.
Element x y z (Å)
P1 -1.35139 -3.34456 1.43773  0.0641
O1 -3.04911 -1.22057 1.08025  -0.9122
O2 -1.24833 -3.60338 3.19231  -0.5072
O3 -2.90406 -4.10536 1.02965  -0.5979
N1 4.55184 0.64411 -2.21054  0.1632
N2 -1.07449 -0.64590 2.36016  -0.4551
N3 -5.05150 4.96770 0.54483  0.0486
N4 4.18867 -4.17490 1.24348  0.2847
C1 6.37368 -0.56396 -3.54075  -1.1242
C2 4.13192 -6.67543 1.42560  -1.3921
C3 5.02330 2.41798 -3.99235  -0.9677
C4 -4.98264 4.53114 1.94359  -0.6105
C5 -5.99188 6.05771 0.27752  -0.7215
C6 -1.37350 -1.64447 -1.62390  -0.2836
C7 -1.44806 0.81748 2.27990  0.2955
C8 -6.16209 3.73591 2.49240  -1.0879
C9 5.79219 -0.13387 -2.19728  -0.1917
C10 2.76560 -3.99497 1.53736  -0.2582
C11 4.82249 -5.36996 1.80828  -0.3712
C12 -2.52960 1.30668 3.43492  -0.7175
C13 5.29882 -2.45943 2.78247  -1.1960
C14 -2.81594 -1.04460 -2.12559  -0.7157
C15 -5.05948 3.85446 -0.40886  0.0332
C16 -0.78468 -0.97795 -0.24678  0.7321
C17 -3.06011 0.54381 -1.78510  0.0231
C18 -1.91280 1.55697 -2.40155  -0.6762
C19 -4.83170 4.27886 -1.85647  -1.3835
C20 -7.47473 5.70918 0.18966  -0.9681
C21 3.04357 -1.35665 -2.31598  -1.2383
C22 4.70881 2.06421 -2.54300  -0.6941
C23 2.34724 -3.92876 3.00318  -0.8371
C24 3.40052 0.01972 -2.86894  -0.4725
C25 5.01094 -2.96712 1.37391  -0.1960
B1 -1.58591 -1.42957 1.13153  0.3910
H1 4.88760 -5.31390 2.89956  0.2771
H2 4.71510 -7.52574 1.79425  0.4325
H3 1.26371 -4.08086 3.08143  0.2698
H4 -0.42388 1.42905 2.32494  0.3199
H5 -4.08458 0.84426 -2.31881  0.3369
H6 -1.93691 1.13458 1.24054  -0.4300
H7 -4.07810 3.91989 2.06259  0.3514
H8 2.88199 -1.31895 -1.23350  0.1569
H9 -2.86669 0.40084 4.10243  0.3090
H10 -7.91668 5.56855 1.17745  0.2771
H11 0.32426 -1.40189 -0.12045  -0.7243
H12 3.82116 -2.09676 -2.52785  0.3474
H13 4.42702 -1.97129 3.22246  0.2406
H14 -0.04087 -0.77928 2.48279  0.1190
H15 5.61502 -0.96262 -4.21957  0.2356
H16 2.56243 -2.95300 3.44183  0.1954
H17 2.21146 -4.81365 1.06336  0.2579
H18 6.06108 2.19438 -4.24719  0.2183
H19 -7.02632 4.37480 2.68437  0.3463
H20 7.11354 -1.35805 -3.38158  0.4315
H21 3.13220 -6.75293 1.86358  0.2779
H22 -7.66195 4.81380 -0.40912  0.2478
H23 4.04624 -6.77433 0.33832  0.3200
H24 5.97309 -3.15854 0.88030  0.4446
H25 -1.56592 2.23945 -1.48633  0.1597
H26 -3.41819 -1.69382 1.90318  0.2187
H27 -1.98065 2.16565 4.05433  0.2528
H28 -0.92984 0.95640 -2.71183  0.0829
H29 5.62506 -1.03530 -1.59607  -0.1637
H30 6.89245 0.25688 -4.03867  0.2781
H31 2.82516 -4.70043 3.61261  0.2991
H32 -0.64083 0.20465 -0.31921  0.1157
H33 -2.98692 -1.32281 -3.27031  0.3766
H34 -5.99129 3.28273 -0.35299  0.1983
H35 -5.88427 3.28374 3.45166  0.4254
H36 -3.90591 4.85471 -1.95946  0.3072
H37 2.39804 -3.09506 1.02674  -0.1259
H38 4.55786 -2.15485 0.79133  -0.0820
H39 -0.57487 -1.43987 -2.48687  0.1160
H40 5.63522 -3.25301 3.45324  0.2658
H41 3.55130 -0.06441 -3.94989  0.1710
H42 -1.42192 -2.83220 -1.52178  0.1971
H43 4.36771 1.90618 -4.70025  0.2690
H44 5.47828 2.50544 -1.89669  0.3395
H45 2.52160 0.65785 -2.72331  0.5644
H46 5.85095 -5.43388 1.43532  0.4491
H47 -4.25038 3.16210 -0.15016  0.1335
H48 -8.01689 6.53521 -0.28685  0.3713
H49 6.56282 0.41666 -1.64166  0.4403
H50 -4.74756 3.39272 -2.49419  0.3334
H51 -4.81402 5.40324 2.58818  0.3081
H52 3.78160 2.58139 -2.26229  0.4086
H53 -5.86092 6.84610 1.03049  0.3621
H54 -3.48683 1.80762 2.93419  -0.1114
H55 -5.70044 6.53889 -0.66349  0.4035
H56 2.11882 -1.71478 -2.78031  0.4204
H57 -2.32390 2.20668 -3.30912  0.2857
H58 6.09622 -1.70804 2.74508  0.4434
H59 -5.66144 4.87896 -2.24211  0.3895
H60 -3.16279 -3.84935 0.09277  0.3485
H61 -6.46442 2.92297 1.82863  0.2477
H62 -3.66328 -1.63978 -1.53153  0.1882
H63 4.88565 3.49487 -4.14461  0.3977
H64 -2.20337 -3.59635 3.54517  0.2676
H65 -3.25939 0.74993 -0.62672  -0.0705

2S+1: 1
HOMO level, eV: -3.462
Total energy, hartree: -1802.4234
Relative energy (zero: lowest compared OMol25 entry of this formula, charge and spin), kJ/mol: 423.7
Net charge: -1
LUMO energy, eV: 2.608